# C31H66InN5O3S2Si4

C31H66InN5O3S2Si4 as an isolated structure at a distorted geometry (wB97M-V/def2-TZVPD, OMol25).

The HOMO-LUMO gap is 6.546 eV. The value obtained for the HOMO energy is -6.058 eV. As for the LUMO energy: 0.5 eV. For the energy above the lowest of the compared OMol25 structures with the same formula, charge and spin, the calculation gives 13.7 kcal/mol.

```
! RIJCOSX wB97M-V def2-TZVPD def2/J DEFGRID3
* xyz 0 1
In 0.5051 -1.0327 1.1830
C 2.8644 0.1916 4.0908
O 2.5532 -0.1902 2.7577
Si 3.5557 0.0956 1.4280
C 5.2752 -0.6191 1.7454
C 3.7920 1.9746 1.4014
C 2.5638 -0.6762 0.0505
Si 2.7432 -2.5224 -0.2610
C 2.1384 -3.1295 -1.9419
C 2.2263 -3.8000 2.1445
C 4.4707 -3.2939 -0.1320
Si 2.4280 0.4589 -1.4355
C 1.7625 2.1665 -0.9168
C 1.2869 -0.1433 -2.8209
C 4.1585 0.6834 -2.1839
H 3.8308 -0.2169 4.4017
H 2.0842 -0.2001 4.7441
H 2.8935 1.2805 4.1891
H 5.8708 0.0649 2.3542
H 5.8038 -0.7671 0.8014
H 5.2211 -1.5817 2.2538
H 4.5191 2.2618 2.1641
H 2.8562 2.4936 1.6159
H 4.1628 2.3324 0.4398
H 1.1037 -2.8396 -2.1200
H 2.1985 -4.2191 -1.9755
H 2.7593 -2.7312 -2.7482
H 1.4306 -4.0210 2.8676
H 2.6413 -2.0605 2.9168
H 2.8081 -4.7112 1.9775
H 5.1838 -2.7102 -0.7199
H 4.4463 -4.3039 -0.5474
H 4.8385 -3.3496 0.8902
H 1.4552 2.1471 0.1311
H 0.8769 2.4224 -1.4948
H 2.4965 2.9664 -1.0414
H 0.3979 -0.6233 -2.4035
H 1.7797 -0.8559 -3.4832
H 0.9584 0.7021 -3.4289
H 4.8736 1.0190 -1.4286
H 4.1637 1.4134 -2.9976
H 4.5248 -0.2643 -2.5879
C -4.0711 -0.0456 6.2907
Si -2.1850 -0.1615 6.2214
C -1.4453 0.9658 7.5492
C -1.6815 -1.9309 6.6061
C -1.6911 0.6148 4.5588
C -2.1002 1.9232 4.3424
C -1.8216 2.5967 3.1561
C -1.1140 1.9212 2.1898
N -0.6972 0.6678 2.3688
C -0.9658 -0.0002 3.5089
S -0.3749 -1.6188 3.5763
H -4.4468 -0.4063 7.2509
H -4.5294 -0.6484 5.5040
H -4.4171 0.9824 6.1635
H -1.7452 0.6326 8.5453
H -1.7762 2.0000 7.4316
H -0.3541 0.9603 7.5094
H -2.0511 -2.2001 7.5992
H -0.5987 -2.0536 6.5972
H -2.0965 -2.6320 5.8824
H -2.6583 2.4399 5.1169
H -2.1512 3.6123 2.9921
H -0.8666 2.3717 1.2349
C -1.8070 -4.4135 -0.3702
C -0.5912 -3.5773 -0.0543
N -0.6126 -2.2361 -0.3302
O -1.9442 -1.7593 -0.5956
C 0.5379 -4.1454 0.4454
C 0.6786 -5.6413 0.6015
N 1.6072 -3.3098 0.9090
O 3.1298 -2.8644 2.6726
H -2.6887 -3.7797 -0.3836
H -1.9474 -5.1926 0.3751
H -1.7177 -4.8800 -1.3551
H -1.8126 -0.8094 -0.7300
H 0.0428 -6.1651 -0.1089
H 0.4219 -5.9937 1.6072
H 1.7093 -5.9449 0.4012
C -0.7026 5.4974 -4.9303
C 0.4171 4.5233 -4.5696
C 0.3012 3.1632 -5.2611
C -1.0226 2.4302 -5.0398
N -1.3653 2.3605 -3.6289
C -1.9381 1.3664 -2.9331
S -1.8182 1.3708 -1.2525
N -2.6010 0.3766 -3.5629
C -3.3507 0.4775 -4.8157
C -4.3901 1.6041 -4.8614
C -5.6602 1.3654 -4.0388
C -5.4715 1.4684 -2.5253
H -0.5269 6.4648 -4.4601
H -1.6747 5.1351 -4.5892
H -0.7539 5.6499 -6.0100
H 0.4530 4.3933 -3.4833
H 1.3784 4.9570 -4.8510
H 1.1269 2.5317 -4.9267
H 0.4101 3.2987 -6.3398
H -0.9184 1.4198 -5.4335
H -1.8187 2.9315 -5.6012
H -0.9461 3.0568 -3.0351
H -2.9358 -0.3135 -2.9096
H -3.8499 -0.4809 -4.9570
H -2.6625 0.6014 -5.6511
H -4.6736 1.7270 -5.9100
H -3.9220 2.5384 -4.5363
H -6.0750 0.3858 -4.2950
H -6.3969 2.1106 -4.3485
H -4.9223 0.6205 -2.1180
H -6.4378 1.5038 -2.0210
H -4.9219 2.3743 -2.2636
*
```

Löwdin population analysis, charges in e, atoms 1 to 99: atom 1 (In): 0.78, atom 2 (C): -0.11, atom 3 (O): -0.40, atom 4 (Si): 0.35, atom 5 (C): -0.14, atom 6 (C): -0.15, atom 7 (C): -0.45, atom 8 (Si): 0.46, atom 9 (C): -0.16, atom 10 (C): -0.29, atom 11 (C): -0.15, atom 12 (Si): 0.41, atom 13 (C): -0.18, atom 14 (C): -0.17, atom 15 (C): -0.17, atom 16 (H): 0.09, atom 17 (H): 0.07, atom 18 (H): 0.09, atom 19 (H): 0.03, atom 20 (H): 0.03, atom 21 (H): 0.02, atom 22 (H): 0.04, atom 23 (H): 0.03, atom 24 (H): 0.02, atom 25 (H): 0.02, atom 26 (H): 0.04, atom 27 (H): 0.03, atom 28 (H): 0.12, atom 29 (H): 0.03, atom 30 (H): 0.12, atom 31 (H): 0.03, atom 32 (H): 0.03, atom 33 (H): 0.02, atom 34 (H): 0.00, atom 35 (H): -0.02, atom 36 (H): 0.04, atom 37 (H): 0.01, atom 38 (H): 0.02, atom 39 (H): 0.01, atom 40 (H): 0.02, atom 41 (H): 0.03, atom 42 (H): 0.03, atom 43 (C): -0.18, atom 44 (Si): 0.54, atom 45 (C): -0.18, atom 46 (C): -0.21, atom 47 (C): -0.24, atom 48 (C): -0.08, atom 49 (C): -0.05, atom 50 (C): -0.14, atom 51 (N): -0.03, atom 52 (C): -0.73, atom 53 (S): 0.71, atom 54 (H): 0.03, atom 55 (H): 0.03, atom 56 (H): 0.02, atom 57 (H): 0.03, atom 58 (H): 0.02, atom 59 (H): 0.03, atom 60 (H): 0.03, atom 61 (H): 0.02, atom 62 (H): 0.02, atom 63 (H): 0.10, atom 64 (H): 0.10, atom 65 (H): 0.07, atom 66 (C): -0.02, atom 67 (C): -0.35, atom 68 (N): -0.13, atom 69 (O): -0.17, atom 70 (C): -0.34, atom 71 (C): -0.05, atom 72 (N): -0.17, atom 73 (O): -0.08, atom 74 (H): 0.07, atom 75 (H): 0.08, atom 76 (H): 0.09, atom 77 (H): -0.08, atom 78 (H): 0.07, atom 79 (H): 0.08, atom 80 (H): 0.08, atom 81 (C): -0.10, atom 82 (C): -0.26, atom 83 (C): -0.19, atom 84 (C): -0.20, atom 85 (N): 0.02, atom 86 (C): -0.82, atom 87 (S): 0.72, atom 88 (N): 0.03, atom 89 (C): -0.17, atom 90 (C): -0.20, atom 91 (C): -0.25, atom 92 (C): -0.11, atom 93 (H): 0.07, atom 94 (H): 0.07, atom 95 (H): 0.08, atom 96 (H): 0.09, atom 97 (H): 0.11, atom 98 (H): 0.10, atom 99 (H): 0.12